w.
17
Properties=species:S:1:pos:R:3 method="wB97M-V/def2-TZVPD" gap_ha=0.3825 smiles="C[C@@H](CN)NC=O"
C 0.778 -2.331 -0.199
N 0.991 -1.005 -0.239
C 0.737 0.926 1.263
C 0.028 0.009 0.302
C -0.682 0.556 -0.920
N -1.650 1.580 -0.495
O -0.251 -2.887 0.081
H 1.695 -2.883 -0.469
H 1.898 -0.689 -0.522
H 0.031 1.415 1.926
H 1.304 1.685 0.715
H 1.495 0.367 1.804
H -0.683 -0.651 0.810
H 0.039 1.055 -1.569
H -1.157 -0.198 -1.545
H -2.246 1.278 0.274
H -2.326 1.774 -1.219

---

x.
17
Properties=species:S:1:pos:R:3 method="wB97M-V/def2-TZVPD" gap_ha=0.3743 smiles="NCCCC(N)=O"
C 0.826 1.707 0.394
C 1.337 0.576 -0.509
C 0.422 -0.538 -0.937
C -0.398 -1.355 0.129
N -1.642 -0.854 0.503
O -0.092 -2.514 0.233
N -0.464 2.374 0.194
H 0.840 1.111 1.363
H 1.624 2.487 0.416
H 2.156 0.046 0.009
H 1.882 0.961 -1.423
H 1.133 -1.337 -1.370
H -0.283 -0.307 -1.736
H -2.160 -1.699 0.780
H -1.745 0.172 0.510
H -0.524 2.660 -0.726
H -0.569 3.048 0.967

---

It turns out w is the most stable, with the second structure 66.4 kJ/mol higher.

---

w.
17
Properties=species:S:1:pos:R:3 method="wB97M-V/def2-TZVPD" gap_ha=0.3127 smiles="C=CN(O)N(C)C"
C 1.084 -0.696 1.154
C 1.428 0.302 -1.029
N 0.547 -0.423 -0.154
N -1.093 -0.686 -0.649
C -1.452 0.407 0.071
C -1.254 1.707 0.228
O -1.536 -1.883 -0.053
H -1.453 -2.535 -0.762
H -2.584 0.130 -0.294
H 2.371 -0.240 -1.165
H 0.377 -1.308 1.715
H 1.258 0.226 1.732
H 2.033 -1.240 1.076
H 0.955 0.441 -2.001
H 1.683 1.302 -0.636
H -2.092 2.367 0.396
H -0.271 2.129 0.370

---

x.
17
Properties=species:S:1:pos:R:3 method="wB97M-V/def2-TZVPD" gap_ha=0.3552 smiles="CN(C)C(=O)CN"
N 2.021 -1.383 0.711
C 0.746 -1.341 -0.311
C -0.577 -0.845 0.072
N -0.391 0.634 0.402
C -1.613 1.246 0.700
C 0.121 1.208 -0.937
O -1.619 -1.430 0.115
H 2.973 -1.160 1.018
H 1.738 -2.155 1.466
H 0.482 -2.364 -0.389
H 1.008 -0.863 -1.253
H -1.313 2.240 1.009
H -2.189 1.379 -0.326
H -2.257 0.854 1.461
H -0.386 0.724 -1.776
H 1.208 1.035 -1.035
H 0.048 2.223 -0.926

---

y.
17
Properties=species:S:1:pos:R:3 method="wB97M-V/def2-TZVPD" gap_ha=0.3854 smiles="CC1(C)N=N1.CO"
C -0.852 -0.575 -0.930
C 2.535 1.255 1.867
C -1.775 -1.226 -1.930
C -1.507 0.175 0.201
N 0.438 -0.119 -1.403
N 0.458 -1.148 -0.722
O 1.525 0.594 1.151
H 2.919 0.634 2.690
H 1.851 -0.234 0.657
H 3.370 1.568 1.219
H 2.078 2.150 2.290
H -2.424 -1.943 -1.428
H -1.211 -1.742 -2.705
H -2.405 -0.471 -2.400
H -0.745 0.580 0.864
H -2.105 0.996 -0.192
H -2.150 -0.495 0.771

---

z.
17
Properties=species:S:1:pos:R:3 method="wB97M-V/def2-TZVPD" gap_ha="0.2887 / 0.2939"
C -1.265 -0.943 -0.130
C 0.349 -0.404 1.780
N -0.098 -1.102 -1.017
C -0.538 0.077 0.679
N 0.932 1.761 0.146
C -0.318 1.325 0.088
O -0.475 -0.487 -2.230
H 0.284 -0.627 -2.812
H 1.291 -0.328 -0.786
H 1.638 0.511 -0.522
H 1.080 2.582 -0.440
H -2.139 -0.579 -0.670
H -1.475 -1.874 0.395
H -1.031 1.681 -0.657
H 1.242 -0.902 1.375
H 0.706 0.428 2.387
H -0.181 -1.120 2.411

---

It turns out y is the most stable, with the second structure 79.0 kJ/mol higher.

---

w.
32
Properties=species:S:1:pos:R:3 method="wB97M-V/def2-TZVPD" gap_ha=0.3819 total_charge=-1
B 3.707 -4.677 16.234
F 3.762 -4.655 17.576
F 4.840 -5.233 15.740
F 2.599 -5.269 15.813
F 3.691 -3.341 15.819
O 1.597 1.156 12.531
H 0.768 1.632 12.472
H 2.022 1.510 13.312
O 3.214 -6.312 22.738
H 3.596 -5.813 23.460
H 3.948 -6.474 22.144
O 1.746 -8.508 12.850
H 1.898 -7.849 13.528
H 2.312 -8.241 12.125
O 7.866 -5.117 12.202
H 7.959 -6.032 11.938
H 7.341 -5.151 13.002
O 0.063 -6.393 19.539
H 0.660 -6.121 18.842
H 0.571 -6.288 20.344
O 7.631 -0.301 15.373
H 7.786 -0.239 14.430
H 6.678 -0.318 15.458
O 2.189 -3.348 11.850
H 2.292 -3.734 12.720
H 1.814 -2.483 12.015
O 7.760 -5.686 21.707
H 8.661 -5.956 21.884
H 7.819 -5.159 20.910
O 0.083 -1.779 17.720
H 0.963 -2.103 17.529
H -0.411 -1.939 16.916

---

x.
32
Properties=species:S:1:pos:R:3 method="wB97M-V/def2-TZVPD" gap_ha=0.4048 total_charge=-1
B -0.001 -0.461 0.442
F 0.926 -0.923 1.412
F -0.634 0.654 0.984
F 0.658 -0.191 -0.700
F -0.947 -1.429 0.085
O -3.821 -1.056 -3.308
H -3.116 -1.329 -2.721
H -3.516 -0.229 -3.680
O 1.359 2.554 4.242
H 0.967 1.932 3.629
H 1.637 3.288 3.695
O 1.123 -3.049 -3.995
H 0.840 -2.388 -3.363
H 1.963 -3.360 -3.658
O 4.717 1.412 1.221
H 4.236 2.106 0.770
H 4.041 0.795 1.501
O -5.142 -0.093 1.940
H -4.343 -0.123 1.413
H -4.966 0.572 2.605
O 4.884 -3.115 -2.146
H 5.203 -2.399 -1.597
H 5.668 -3.453 -2.578
O -1.301 -3.702 3.747
H -0.666 -4.362 3.468
H -1.320 -3.068 3.031
O -1.901 5.273 1.371
H -1.719 5.441 2.295
H -1.431 4.461 1.177
O -1.498 2.216 -3.791
H -0.987 1.758 -4.458
H -0.913 2.268 -3.035

---

It turns out x is the most stable, with the second structure 49.4 kJ/mol higher.

---

w.
20
Properties=species:S:1:pos:R:3 method="wB97M-V/def2-TZVPD" gap_ha=0.3481
C -1.745 1.536 -0.184
C -1.659 0.071 -0.437
C -2.427 -1.020 0.310
C 1.075 -1.349 -0.311
C 2.984 0.003 0.078
C 1.774 0.760 0.615
H -1.740 1.787 0.922
H -2.677 1.928 -0.732
H -0.895 1.971 -0.781
H -1.497 -0.169 -1.549
H -2.627 -1.831 -0.294
H -3.113 -0.782 1.170
H 1.773 -2.146 -0.668
H 3.692 0.534 -0.583
H 3.291 -0.892 0.611
H 1.878 1.948 0.349
H 1.306 0.293 1.518
N -0.996 -0.770 0.503
N -0.092 -1.739 -0.031
N 1.695 -0.132 -0.507

---

x.
20
Properties=species:S:1:pos:R:3 method="wB97M-V/def2-TZVPD" gap_ha=0.3525
C -0.559 1.678 -0.276
C 0.974 1.348 1.698
N -1.192 0.619 -1.013
C -1.309 -0.552 -0.339
C -0.051 0.972 0.957
C 1.616 -1.657 -0.808
C -0.851 -0.288 1.090
N -1.753 -1.602 -0.883
N 1.565 -1.194 -1.969
H -1.395 0.667 -1.996
H -1.811 -2.405 -0.266
H 1.725 -0.190 -2.048
H -1.278 2.471 -0.008
H 0.257 2.143 -0.846
H 1.456 -2.723 -0.690
H 1.827 -1.090 0.104
H 1.514 2.262 1.504
H 1.289 0.780 2.557
H -1.735 -0.118 1.718
H -0.288 -1.122 1.513

---

It turns out x is the most stable, with the second structure 288.3 kJ/mol higher.